[1]
10
Properties=species:S:1:pos:R:3:forces:R:3:mulliken_charge:R:1 method="wB97M-V/def2-TZVPD" e_above_lowest_kj_mol=158.2 homo_ev=-17.35 e_lumo_ha=-0.3649 charge=+2 gap_ev=7.42 energy_ev=-28579.8404
Ca -0.98432 -1.59201 2.12368 0.12 0.75 -1.20 1.7753
F -1.28099 0.48854 1.30597 -1.19 -0.05 1.56 -0.2934
O 0.27099 -1.01071 0.11579 0.52 -4.44 3.82 -0.8268
O 2.09247 0.07287 -0.34125 -1.42 0.69 3.25 -0.5353
C -0.49103 1.07790 0.35809 3.44 -2.14 -3.03 0.3421
C 1.04114 0.03287 0.31742 -0.71 1.31 -4.67 0.5131
C -0.79821 0.78937 -0.95609 -1.12 5.09 0.89 -0.5426
Li 2.12783 -2.10605 0.04368 0.16 0.68 -0.85 0.9208
H -0.15081 1.29494 -1.67964 0.50 -0.84 0.10 0.3106
H -1.82708 0.95228 -1.28765 -0.31 -1.06 0.13 0.3362

***

[2]
10
Properties=species:S:1:pos:R:3:forces:R:3:mulliken_charge:R:1 method="wB97M-V/def2-TZVPD" homo_ev="-16.76 / -16.77" e_lumo_ha="-0.4313 / -0.4313" charge=+2 gap_ev="5.03 / 5.03" energy_ev=-14701.0852
Cd -1.55383 -2.79644 -1.77957 -2.23 -0.85 -0.49 1.1621
F -1.44155 0.54610 -0.26830 0.74 -1.02 1.15 -0.0830
O 0.18402 -1.36494 0.91141 -0.39 0.29 0.53 -0.2496
O 0.19346 -2.11117 -1.07841 3.07 -0.02 -0.52 -0.7157
C -1.81786 0.01010 0.87820 -2.40 1.90 -0.70 -0.2511
C -0.85329 -0.49388 1.80651 0.77 -1.54 -0.71 0.1754
C -0.47454 -2.02436 0.00888 -0.39 0.85 0.60 0.3702
Li 1.99763 -1.68008 -0.35637 0.27 0.19 0.02 0.9478
H -1.33520 -1.27606 2.41230 0.43 0.50 0.07 0.2874
H -0.35389 0.31965 2.35048 0.14 -0.30 0.05 0.3566

***

[3]
9
Properties=species:S:1:pos:R:3:forces:R:3:mulliken_spin:R:1 method="wB97M-V/def2-TZVPD" e_above_lowest_kj_mol=481.5 homo_ev="-11.55 / -11.47" e_lumo_ha="-0.2221 / -0.2235" spin_multiplicity=3 charge=+1 gap_ev="5.50 / 5.39" energy_ev=-22868.2906
Ce 3.39402 -1.04947 0.50832 -2.91 0.18 -0.63 1.9451
F -2.01853 1.03485 0.67362 -2.81 0.43 0.92 0.0517
O 0.65129 -1.12549 -0.06715 4.65 -0.78 -0.78 -0.0474
O -1.91556 -1.26577 0.44542 4.02 2.60 0.30 0.0239
C 0.74877 0.11197 -0.65148 -2.05 -1.97 -0.31 -0.2221
C -1.13604 -0.35114 0.46425 -5.69 -0.39 0.10 -0.0006
C -0.36771 0.79146 -0.04307 4.90 -0.39 0.73 0.2633
H 0.75375 0.10966 -1.75292 1.03 0.34 -0.04 -0.0148
H -0.10999 1.74394 0.42301 -1.13 -0.02 -0.29 0.0009

***

[4]
9
Properties=species:S:1:pos:R:3:forces:R:3:mulliken_charge:R:1 method="wB97M-V/def2-TZVPD" e_above_lowest_kj_mol=482.3 homo_ev="-10.27 / -10.30" e_lumo_ha="-0.1188 / -0.1185" charge=0 gap_ev="7.04 / 7.08" energy_ev=-31163.4455
Cl -0.10468 -1.07166 -1.58984 0.12 0.02 0.66 -0.1563
Cl 0.83377 0.37480 2.33124 0.19 1.13 0.42 0.0234
N -0.42072 1.21120 -0.26010 0.87 -0.14 2.21 -0.4577
N -2.98323 -1.72608 1.62086 -2.30 -0.79 0.49 -0.3375
C 0.50900 -0.52259 0.99918 -2.24 -0.12 2.25 -0.2336
C -0.03532 0.02756 -0.19061 -1.04 0.99 -3.10 0.5423
C -1.94478 -1.32502 1.38598 4.23 1.10 -0.72 -0.1034
H -0.91712 1.61279 -1.01380 -0.27 -0.15 -1.29 0.2770
H 0.88274 -1.46516 1.20775 0.44 -2.05 -0.92 0.4458

***

[5]
8
Properties=species:S:1:pos:R:3:forces:R:3:mulliken_charge:R:1 method="wB97M-V/def2-TZVPD" e_above_lowest_kj_mol=161.0 homo_ev=-9.00 e_lumo_ha=-0.0556 smiles="S=CC=C(Cl)Cl" charge=0 gap_ev=7.49 energy_ev=-39020.4393
Cl -2.71292 -1.14191 -0.08946 1.31 0.84 -0.39 -0.1069
Cl -1.41479 1.62921 -0.21046 -1.60 -0.28 -0.12 -0.1902
S 2.63067 -0.45610 -0.22327 -1.80 2.39 0.72 -0.2067
C 1.20660 0.43379 0.13901 2.80 -0.10 1.53 -0.2153
C 0.04899 -0.42541 -0.12338 -3.59 1.08 0.34 -0.4246
C -1.30138 -0.13195 -0.21298 2.85 1.59 0.88 0.4867
H 0.27314 -1.43041 -0.16132 0.62 -2.04 -0.14 0.3883
H 1.26969 1.52278 0.88185 -0.59 -3.47 -2.82 0.2687

***

[6]
12
Properties=species:S:1:pos:R:3:forces:R:3:mulliken_charge:R:1 method="wB97M-V/def2-TZVPD" e_above_lowest_kj_mol=0.0 homo_ev=-15.35 e_lumo_ha=-0.2029 smiles="FN1C(Cl)=NC(Cl)=[NH+][C@H]1Cl" charge=+1 gap_ev=9.83 energy_ev=-47888.4001
Cl -0.56822 -3.09505 -0.67637 0.00 0.15 -0.17 -0.0203
Cl 0.62665 0.13566 3.09506 0.06 0.26 0.25 -0.0464
Cl 1.67491 1.09907 -1.40362 -0.44 0.08 0.11 -0.0462
F -0.97567 -0.64519 -2.30588 0.15 -0.28 0.28 -0.1420
N 0.13725 -1.25872 1.00692 0.35 0.05 0.52 -0.4108
N 0.07984 1.06909 0.73445 -0.08 0.10 0.37 -0.1445
N -0.57952 -0.50457 -1.03163 1.36 3.10 1.10 0.1251
C 0.07565 1.03520 -0.68238 -0.88 -3.11 -1.23 -0.0483
C 0.26598 -0.04399 1.47245 -0.30 -0.39 -0.88 0.5686
C -0.29176 -1.50619 -0.22053 -0.43 0.33 -0.52 0.5038
H 0.17680 1.98511 1.16568 0.00 -0.19 0.03 0.2570
H -0.62191 1.72958 -1.15415 0.20 -0.11 0.14 0.4041